(1)
Density functional theory data (the ωB97M-V functional and the def2-TZVPD basis) for a molecular structure, C13H18Cl2N2OSn in a non-equilibrium geometry.

```
37
Properties=species:S:1:pos:R:3:mulliken_charge:R:1
Sn -0.39 3.14 1.35 0.792
Cl 0.44 4.51 -0.46 -0.471
Cl 1.69 2.74 2.37 -0.445
C 1.40 -0.62 -1.45 -1.563
H 0.99 -1.10 -0.51 0.183
H 2.41 -0.21 -1.39 0.364
C -0.85 -0.14 -2.24 -0.529
C 0.55 -0.08 -2.43 0.735
H -1.27 -0.93 -1.61 0.481
C 1.21 0.89 -3.36 -0.795
H 1.58 -1.34 -2.24 0.436
C 0.50 2.21 -3.32 -0.221
H 2.26 1.06 -3.10 0.397
H 1.26 0.46 -4.38 0.295
C -1.00 2.05 -3.48 -0.814
H 0.67 2.64 -2.34 -0.041
H 0.95 2.89 -4.04 0.350
C -1.66 1.08 -2.45 -0.320
H -1.45 3.05 -3.43 0.343
H -1.14 1.67 -4.49 0.335
H -1.80 1.68 -1.53 0.080
H -2.63 0.75 -2.84 0.307
N 0.89 -3.37 4.88 -0.370
C 1.19 -2.20 4.25 0.398
O 2.28 -1.64 4.37 -0.619
C 0.14 -1.66 3.33 0.344
C -0.99 -2.38 2.89 -0.317
C -1.87 -1.78 1.99 -0.679
C -1.61 -0.47 1.55 -0.386
N -0.56 0.24 1.98 0.068
C 0.31 -0.36 2.82 -0.315
H 1.56 -3.70 5.55 0.248
H -0.06 -3.70 4.99 0.187
H -1.15 -3.39 3.23 0.330
H -2.75 -2.29 1.62 0.398
H -2.27 0.02 0.83 0.412
H 1.17 0.26 3.11 0.403
```

For the calculated total energy, the calculation gives -1825.614051 hartree. Its charge is 0. The value obtained for the HOMO energy is -0.275 Eh. As for the energy above the lowest of the compared OMol25 structures with the same formula, charge and spin: 0.0 kcal per mole.

=====

(2)
Density functional theory data (the ωB97M-V functional and the def2-TZVPD basis) for C13H18ClNO3S in the gas phase.

```
37
Properties=species:S:1:pos:R:3:mulliken_charge:R:1
C -2.97 1.99 -1.08 -1.396
C -2.85 0.89 -0.03 -0.318
O -1.51 0.90 0.43 -0.161
C -1.14 0.05 1.40 0.144
C -1.94 -0.94 1.97 -0.639
C -1.42 -1.77 2.95 -0.744
C -0.11 -1.63 3.38 0.127
Cl 0.51 -2.67 4.60 -0.224
C 0.69 -0.65 2.83 -0.388
C 0.18 0.17 1.85 0.157
S 1.20 1.48 1.16 1.460
O 0.57 2.74 1.43 -0.782
O 2.54 1.27 1.61 -0.712
N 1.09 1.21 -0.48 -0.307
C 2.16 0.49 -1.14 0.083
C 2.13 -0.97 -0.67 -0.706
C 0.95 -1.54 -1.44 -0.060
C 1.09 -0.93 -2.84 -0.692
C 1.87 0.38 -2.64 -1.044
H -2.68 2.94 -0.64 0.324
H -2.31 1.77 -1.91 0.284
H -3.99 2.05 -1.44 0.438
H -3.54 1.08 0.80 0.365
H -3.09 -0.09 -0.47 0.393
H -2.96 -1.07 1.66 0.420
H -2.05 -2.54 3.39 0.430
H 1.72 -0.50 3.14 0.565
H 0.78 2.05 -0.95 0.333
H 3.12 0.97 -0.93 0.433
H 2.03 -1.04 0.41 0.225
H 3.06 -1.46 -0.97 0.383
H 0.95 -2.63 -1.45 0.485
H 0.02 -1.21 -0.97 -0.227
H 0.11 -0.76 -3.29 0.354
H 1.64 -1.61 -3.49 0.295
H 2.82 0.35 -3.19 0.319
H 1.31 1.24 -3.00 0.384
```

For the calculated total energy, the calculation gives -1645.011876 hartree. Its charge is 0. Its structure (SMILES) is CCOc1ccc(Cl)cc1S(=O)(=O)NC1CCCC1. The value obtained for the HOMO energy is -0.325 Eh. As for the energy above the lowest of the compared OMol25 structures with the same formula, charge and spin: 0.5 kcal per mole.

=====

(3)
Density functional theory data (the ωB97M-V functional and the def2-TZVPD basis) for 4 unconnected molecules or ions with the total composition C13H18IN5O7 in a non-equilibrium geometry.

```
44
Properties=species:S:1:pos:R:3:mulliken_charge:R:1
C 0.64 -4.19 3.96 -1.002
C 1.13 -3.05 2.97 -0.294
O 1.17 -3.60 1.61 -0.387
C 0.85 -2.51 0.77 0.437
C -0.29 -2.67 -0.19 -0.079
N -0.75 -1.71 -1.04 -0.446
C -0.01 -0.54 -0.87 0.949
C -0.41 0.65 -1.71 -0.459
I -2.04 0.58 -3.15 0.004
C 0.28 1.95 -1.62 -0.150
C 1.45 2.11 -0.68 -0.690
C 1.84 0.96 0.13 -0.489
C 1.13 -0.37 0.05 0.223
N 1.58 -1.38 0.90 -0.529
H -0.26 -4.70 3.51 0.237
H 1.49 -4.92 4.08 0.275
H 0.42 -3.68 4.94 0.333
H 2.10 -2.59 3.28 0.296
H 0.35 -2.23 3.00 0.328
H -0.82 -3.66 -0.20 0.370
H -0.02 2.85 -2.21 0.275
H 2.01 3.06 -0.55 0.493
H 2.69 1.06 0.84 0.374
C 2.31 4.31 3.48 -0.715
N 1.96 4.63 2.07 0.866
O 2.67 4.15 1.20 -0.526
O 1.00 5.35 1.89 -0.521
H 3.18 3.66 3.49 0.308
H 2.52 5.25 3.99 0.280
H 1.45 3.81 3.92 0.293
C -4.32 -5.73 -0.62 -0.753
N -3.04 -5.24 -0.04 0.866
O -3.11 -4.58 0.98 -0.504
O -2.02 -5.52 -0.63 -0.532
H -5.14 -5.40 0.00 0.305
H -4.40 -5.32 -1.63 0.301
H -4.26 -6.82 -0.65 0.285
C -0.80 5.36 -5.56 -0.735
N -0.09 4.79 -4.39 0.887
O 1.11 4.61 -4.49 -0.519
O -0.76 4.54 -3.40 -0.526
H -0.08 5.53 -6.36 0.306
H -1.56 4.64 -5.86 0.284
H -1.25 6.30 -5.24 0.281
```

For the calculated total energy, the calculation gives -1603.952813 hartree. Its charge is 0. Its structure (SMILES) is CCOc1cnc2c(I)cccc2n1.C[N+](=O)[O-].C[N+](=O)[O-].C[N+](=O)[O-]. The value obtained for the HOMO energy is -0.297 Eh.

=====

(4)
Density functional theory data (the ωB97M-V functional and the def2-TZVPD basis) for C13H18N2O in the gas phase in a non-equilibrium geometry.

```
34
Properties=species:S:1:pos:R:3:mulliken_charge:R:1
O -1.61 -0.24 0.67 -0.668
C -0.39 0.38 0.33 2.524
C -0.53 1.45 -0.74 -0.642
C -1.59 1.40 -1.69 -0.092
N -1.74 2.24 -2.68 -0.605
C -0.88 3.24 -2.79 -0.055
N 0.21 3.39 -1.95 -0.636
C 0.39 2.52 -0.93 -0.152
C 0.62 -0.74 -0.22 -0.200
C 0.24 -1.45 -1.53 -0.658
C 1.25 -2.57 -1.54 -0.696
C 1.45 -3.08 -0.08 -0.424
C 0.76 -2.00 0.72 -0.853
C -0.01 0.98 1.70 -2.081
C -0.90 1.61 2.72 -0.609
C -0.17 0.36 3.08 -0.438
H -1.80 -0.08 1.62 0.381
H -2.30 0.57 -1.69 0.477
H -1.02 3.96 -3.64 0.336
H 1.28 2.66 -0.32 0.421
H 1.63 -0.31 -0.46 0.203
H -0.78 -1.86 -1.41 0.325
H 0.15 -0.78 -2.39 0.358
H 0.89 -3.43 -2.14 0.411
H 2.24 -2.16 -1.92 0.254
H 0.73 -3.96 0.13 0.246
H 2.49 -3.16 0.17 0.367
H 1.43 -1.80 1.59 0.208
H -0.25 -2.36 1.03 0.317
H 0.93 1.35 1.61 0.962
H -0.63 2.46 3.28 0.348
H -1.98 1.56 2.54 0.167
H 0.69 0.37 3.66 0.331
H -0.78 -0.51 3.28 0.175
```

For the calculated total energy, the calculation gives -690.823746 hartree. Its charge is 0. Its structure (SMILES) is O[C@](c1cncnc1)(C1CCCC1)C1CC1. The value obtained for the HOMO energy is -0.345 Eh. As for the energy above the lowest of the compared OMol25 structures with the same formula, charge and spin: 77.4 kcal per mole.

=====

(5)
Density functional theory data (the ωB97M-V functional and the def2-TZVPD basis) for 2 unconnected molecules or ions with the total composition C13H18Si in a non-equilibrium geometry.

```
32
Properties=species:S:1:pos:R:3:mulliken_charge:R:1
C 4.39 -2.12 0.03 -0.263
C 3.91 -1.72 -1.20 -0.420
C 4.34 -1.22 1.09 -0.654
C 3.42 -0.41 -1.35 -0.471
C 3.80 0.06 1.00 -0.290
C 3.37 0.50 -0.24 0.885
C 0.03 0.58 -0.04 0.408
C -1.14 0.31 -0.12 -0.829
C 2.70 1.75 -0.53 -0.174
C 2.80 3.02 0.12 -1.279
C -2.97 -2.05 -0.62 -1.066
C -3.95 0.82 -1.13 -0.963
C -3.73 -0.15 1.68 -0.919
Si -2.92 -0.26 0.00 0.252
H 4.60 -3.21 -0.01 0.294
H 3.87 -2.61 -1.86 0.293
H 4.73 -1.48 1.98 0.486
H 2.90 -0.03 -2.19 0.299
H 4.02 0.79 1.78 0.302
H 2.44 1.77 -1.53 0.417
H 2.08 2.93 0.95 0.349
H 2.37 3.80 -0.44 0.387
H 3.81 3.21 0.54 0.323
H -2.78 -1.97 -1.69 0.267
H -2.05 -2.57 -0.25 0.304
H -3.82 -2.65 -0.43 0.383
H -3.50 0.72 -2.17 0.241
H -4.85 0.19 -1.11 0.227
H -4.15 1.81 -0.94 0.402
H -4.49 -0.98 1.52 0.217
H -3.12 -0.28 2.60 0.289
H -4.31 0.79 1.85 0.303
```

For the calculated total energy, the calculation gives -795.415915 hartree. Its charge is 0. The value obtained for the HOMO energy (spin up / spin down) is -0.286 / -0.318 Eh. As for the energy above the lowest of the compared OMol25 structures with the same formula, charge and spin: 135.7 kcal per mole.

=====

(6)
Density functional theory data (the ωB97M-V functional and the def2-TZVPD basis) for a molecular structure, C13H19BiBrOSi in a non-equilibrium geometry.

```
36
Properties=species:S:1:pos:R:3:mulliken_charge:R:1
C -1.34 -0.83 -1.93 -0.211
C -1.34 -1.83 -0.89 -0.710
C -2.07 -1.29 0.26 -0.648
H -0.82 -2.82 -0.91 0.410
C -2.48 0.08 -0.08 -0.700
C -2.02 0.34 -1.44 -0.442
H -2.05 1.36 -1.93 0.297
H -0.76 -0.90 -2.89 0.437
H -2.20 -1.79 1.26 0.540
H -2.99 0.79 0.62 0.419
Bi -0.02 -0.03 0.47 1.280
Br 1.12 -2.53 1.53 -0.709
C 2.10 1.22 0.34 -0.583
C 1.28 2.03 -0.58 -0.831
C 1.15 1.29 -1.81 -0.264
H 0.75 2.97 -0.29 0.365
C 1.85 0.04 -1.67 -0.471
C 2.45 -0.01 -0.36 -0.774
H 3.03 -0.85 0.08 0.569
H 2.34 1.47 1.41 0.564
H 0.47 1.57 -2.65 0.447
H 1.82 -0.84 -2.38 0.325
C -1.17 1.39 4.37 -1.100
Si 0.00 0.01 3.90 0.313
C 1.74 0.36 4.40 -1.023
C -0.63 -1.61 4.50 -1.001
O -0.24 0.48 2.33 -0.304
H -1.18 1.43 5.46 0.372
H -2.18 1.19 3.98 0.243
H -0.82 2.34 3.94 0.221
H 1.74 0.41 5.49 0.412
H 2.43 -0.43 4.07 0.271
H 2.09 1.32 4.01 0.277
H -1.64 -1.83 4.14 0.289
H 0.01 -2.46 4.25 0.303
H -0.68 -1.52 5.60 0.417
```

For the calculated total energy, the calculation gives -3660.172279 hartree. Its charge is -1. The value obtained for the HOMO energy is -0.170 Eh.

=====

(7)
Density functional theory data (the ωB97M-V functional and the def2-TZVPD basis) for a molecular structure, C13H19Br6F6NO5 in a non-equilibrium geometry.

```
50
Properties=species:S:1:pos:R:3:mulliken_charge:R:1
C -1.65 0.66 -1.15 -0.902
C -0.74 0.90 0.07 0.617
O -0.81 0.30 1.20 -0.559
N 0.41 1.53 -0.22 -0.172
C 1.56 1.59 0.69 -0.657
H -2.48 1.34 -1.35 0.339
H -2.07 -0.34 -1.04 0.045
H -1.06 0.50 -2.05 0.346
H 0.43 1.97 -1.13 0.245
H 1.41 2.22 1.56 0.111
H 2.45 1.89 0.13 0.344
H 1.58 0.59 1.13 0.276
C 3.60 2.29 3.54 -0.902
C 5.00 2.84 3.15 -0.374
O 4.95 3.50 1.93 -0.248
C 5.06 4.84 1.77 0.391
O 5.00 5.65 2.71 -0.550
C 5.37 5.33 0.36 0.853
F 4.24 5.77 -0.22 -0.248
F 6.26 6.31 0.42 -0.237
F 5.82 4.34 -0.34 -0.228
H 3.70 2.10 4.60 0.403
H 3.31 1.32 3.15 0.294
H 2.83 3.06 3.47 0.162
H 5.71 2.03 2.99 0.303
H 5.49 3.38 3.96 0.400
C -1.56 -5.62 -5.65 -1.070
C -2.91 -4.87 -5.87 -0.236
O -3.06 -3.83 -4.82 -0.276
C -4.29 -3.69 -4.15 0.384
O -5.35 -4.26 -4.54 -0.545
C -4.28 -2.90 -2.83 0.903
F -5.26 -2.04 -2.83 -0.238
F -4.56 -3.71 -1.86 -0.238
F -3.01 -2.33 -2.59 -0.249
H -1.66 -6.06 -4.66 0.291
H -0.65 -5.02 -5.64 0.303
H -1.41 -6.37 -6.43 0.354
H -3.71 -5.60 -5.71 0.315
H -3.01 -4.43 -6.86 0.310
C -2.93 -2.63 2.14 -0.054
Br -4.82 -3.02 2.58 -0.020
Br -2.12 -4.15 1.24 -0.042
Br -1.67 -2.25 3.65 -0.041
H -2.91 -1.77 1.47 0.130
C -1.23 1.63 4.68 0.088
Br -3.15 2.00 4.89 -0.035
Br -0.43 0.88 6.33 -0.048
Br -0.38 3.29 4.18 -0.039
H -1.02 0.85 3.95 0.004
```

For the calculated total energy, the calculation gives -16980.944441 hartree. Its charge is 0. The value obtained for the HOMO energy is -0.364 Eh.

=====

(8)
Density functional theory data (the ωB97M-V functional and the def2-TZVPD basis) for 2 unconnected molecules or ions with the total composition C13H19BrF9N2O3.

```
47
Properties=species:S:1:pos:R:3:mulliken_charge:R:1
C -2.71 -2.37 0.87 -1.277
C -1.37 -1.71 0.87 0.427
O -0.95 -0.97 0.04 -0.246
N -0.50 -2.05 2.03 -0.177
C 0.72 -2.74 1.58 -0.925
N -0.23 -0.78 2.74 0.207
C -0.30 -1.00 4.22 -0.350
C 0.95 -1.67 4.76 0.336
O 1.11 -2.83 4.90 -0.380
F 1.86 -0.76 5.16 -0.200
C 0.95 0.01 2.24 -0.362
C 0.87 1.51 2.56 -0.212
C 1.20 1.97 3.97 -1.313
Br -0.91 2.14 2.04 -0.084
H -2.63 -3.28 0.27 0.347
H -3.43 -1.70 0.38 0.359
H -3.03 -2.64 1.87 0.368
H 1.19 -2.27 0.71 0.360
H 1.43 -2.83 2.40 0.361
H 0.41 -3.75 1.32 0.333
H -1.02 -0.16 2.52 0.363
H -1.14 -1.67 4.40 0.380
H -0.48 -0.03 4.68 0.357
H 0.92 -0.11 1.16 0.070
H 1.87 -0.42 2.62 0.550
H 1.57 1.98 1.87 0.552
H 1.28 3.06 3.98 0.454
H 0.44 1.71 4.71 0.350
H 2.17 1.56 4.27 0.317
C -1.32 0.94 -4.74 -0.740
C -0.90 2.40 -4.95 0.886
C 0.40 2.64 -5.73 0.052
F 1.44 2.05 -5.11 -0.217
F 0.63 3.97 -5.78 -0.260
F -0.86 3.05 -3.77 -0.263
F -1.88 2.95 -5.72 -0.321
O -0.95 0.38 -3.50 -0.333
C 0.22 -0.27 -3.32 0.797
C 1.07 0.38 -2.22 0.800
F 1.29 1.68 -2.49 -0.263
F 2.27 -0.26 -2.17 -0.277
F 0.92 -0.41 -4.46 -0.295
F -0.06 -1.53 -2.87 -0.300
H -2.41 0.97 -4.72 0.382
H -1.01 0.32 -5.58 0.319
H 0.31 2.25 -6.75 0.306
H 0.57 0.28 -1.27 -0.239
```

For the calculated total energy, the calculation gives -4314.518355 hartree. Its charge is +1. The value obtained for the HOMO energy is -0.501 Eh.